Computed, not measured: C9H15F6N3O3PZr as an isolated structure, with wB97M-V/def2-TZVPD.

As for the charge: +2. The spin multiplicity is 2. The energy above the lowest of the compared OMol25 structures with the same formula, charge and spin comes out at 8.2 kcal per mole.

Cartesian coordinates (Å):
Zr1 1.3910 0.3637 -0.5075
N1 3.6918 0.3746 -0.8736
C1 4.3285 -0.0460 0.4142
C2 3.6362 -1.3244 0.8443
O1 4.1881 -2.3343 1.1438
N2 2.2040 -1.1999 0.7559
C3 1.5298 -2.3827 0.6626
C4 1.1695 -2.5200 -1.1783
O2 0.9013 -3.6074 -1.5052
O3 1.2608 -1.3550 -1.6842
H1 3.9676 -0.2799 -1.6073
H2 4.0660 1.2781 -1.1648
H3 4.1568 0.7388 1.1542
H4 5.3971 -0.2212 0.3180
H5 0.4816 -2.3806 0.9561
H6 2.0870 -3.2873 0.8954
C5 -3.8556 -1.1410 -1.0777
C6 -3.3626 -0.3108 0.1240
C7 -3.6227 -1.0455 1.4547
C8 -3.9913 1.0962 0.1311
C9 -1.9229 -0.1502 -0.0128
N3 -0.7801 -0.0317 -0.1223
H7 -4.9334 -1.2601 -0.9743
H8 -3.4044 -2.1326 -1.0929
H9 -3.6577 -0.6368 -2.0227
H10 -4.7006 -1.1645 1.5572
H11 -3.2597 -0.4734 2.3076
H12 -3.1705 -2.0368 1.4611
H13 -5.0680 0.9735 0.2417
H14 -3.8037 1.6241 -0.8032
H15 -3.6294 1.6931 0.9675
F1 1.4561 1.8429 0.9083
P1 1.2092 3.6475 -0.0347
F2 1.3198 2.0823 -1.5670
F3 -0.2253 3.0959 -0.0278
F4 1.2074 4.3744 1.2895
F5 1.0184 4.6990 -1.1063
F6 2.7199 3.4378 -0.2245

Computed, not measured: C9H15F9N2O5S2 as an isolated structure, with wB97M-V/def2-TZVPD.

As for the charge: 0. As for the calculated total energy: -68919.1787 eV.

Cartesian coordinates (Å):
C1 -2.3650 2.3978 0.4712
C2 -3.7206 1.7153 0.4536
O1 -4.2734 1.8862 -0.8417
C3 -3.7858 0.2877 1.0031
S1 -2.4923 -0.9316 0.7459
O2 -1.1988 -0.2847 0.9020
O3 -2.7756 -1.9055 1.7804
N1 -2.6934 -1.6972 -0.6485
S2 -2.3046 -1.0230 -2.0488
O4 -3.1659 0.0586 -2.4621
O5 -2.1716 -2.0989 -3.0056
C4 -0.6727 -0.3198 -1.9465
C5 0.3202 -1.3749 -1.5291
C6 1.7690 -0.9851 -1.5897
F1 2.1202 -0.4211 -2.7604
F2 2.5165 -2.1283 -1.4819
C7 2.2247 -0.0732 -0.4031
F3 2.6533 -0.9040 0.6020
F4 1.1849 0.6134 0.1000
C8 3.3286 0.9413 -0.7298
F5 2.8629 1.8325 -1.6317
F6 4.3711 0.2667 -1.2783
C9 3.8685 1.7308 0.5272
F7 3.6328 3.0478 0.3795
F8 5.1988 1.5373 0.6466
F9 3.2777 1.3218 1.6637
H1 -2.5252 3.4606 0.6209
H2 -1.8509 2.2952 -0.4730
H3 -1.7472 2.0641 1.2921
H4 -4.3619 2.2905 1.1197
H5 -4.5561 1.0389 -1.1776
H6 -3.8614 0.3542 2.0787
H7 -4.7050 -0.1802 0.6707
H8 -0.6907 0.4954 -1.2369
H9 -0.4396 0.0966 -2.9157
H10 0.1040 -1.7391 -0.5326
H11 0.2286 -2.2203 -2.2031
N2 3.4647 -2.3527 3.1759
H12 3.1026 -1.8623 2.3494
H13 4.2177 -2.9829 2.8962
H14 3.8186 -1.6690 3.8465
H15 2.7059 -2.8901 3.6006

Computed, not measured: an isolated ion of composition C9H15N2O and charge +1, with wB97M-V/def2-TZVPD.

As for the charge: +1. Its SMILES is CC(=O)N[N+]1=CC(C)(C)CC=C1. The energy above the lowest of the compared OMol25 structures with the same formula, charge and spin comes out at 84.9 kcal per mole.

Cartesian coordinates (Å):
C1 -4.2244 -0.3347 0.4830
C2 -2.8675 0.0794 0.1308
O1 -2.4777 1.2293 -0.0302
N1 -1.9168 -0.8950 0.0258
N2 -0.5763 -0.7586 -0.1810
C3 0.0415 0.3441 -0.0577
C4 1.4934 0.6523 0.0955
C5 1.8113 1.2676 1.4075
C6 1.9336 1.7497 -0.9243
C7 2.2671 -0.7237 -0.1324
C8 1.5969 -1.8374 -0.9075
C9 0.3081 -1.9487 -0.9200
H1 -4.7022 -1.0529 -0.2118
H2 -4.2152 -0.8178 1.4665
H3 -4.8163 0.5891 0.5543
H4 -2.1709 -1.9785 -0.1100
H5 -0.6726 1.1677 0.2849
H6 2.0020 0.5902 2.2094
H7 0.9689 1.9882 1.7303
H8 2.7765 1.8009 1.3189
H9 2.9100 2.1555 -0.7707
H10 1.1528 2.4576 -0.8797
H11 1.7904 1.2532 -2.0382
H12 2.3900 -1.0837 0.9210
H13 3.2714 -0.6291 -0.6071
H14 2.2637 -2.6321 -1.4050
H15 -0.3378 -2.6327 -1.4524